A | Here is a 5-piece molecular cluster, C10H30O5 overall from the Open Molecules 2025 dataset. Energies are from ωB97M-V/def2-TZVPD.

Output
Frontier orbital gap (spin up / spin down) ... 2.08 / 9.57 eV
⟨S²⟩ ... 0.750
Charge ... -1
2S+1 ... 2

Last column: Mulliken charge in e.
Positions of all 45 atoms, in Å:
H 2.6071 0.0366 1.8277  0.432
C 3.3327 -3.5779 -0.2459  -0.769
H -3.2921 3.1070 4.0989  0.328
H 3.7127 -2.9893 -2.2771  0.229
H 3.6371 -4.3338 0.4781  0.344
C 0.5630 1.0145 2.0553  -0.192
H 0.4840 0.8950 3.1359  0.363
H -2.3888 1.5153 -1.4141  -1.519
C -0.4198 -1.2615 -2.8278  -0.728
O -0.7795 0.7666 1.5453  -0.582
H -4.9700 2.1733 2.3777  0.450
H 0.8879 2.0189 1.7837  0.216
H 1.6640 0.1305 0.4603  0.271
C 4.1966 -3.6003 -1.5151  -0.275
C 1.5577 -0.0072 1.5363  -1.111
O -1.4289 1.5038 -1.4010  3.621
O 4.4987 -4.9397 -1.7981  -0.535
H -1.3386 -1.1667 -3.4066  0.403
C -4.3178 1.5130 2.9495  -1.067
O -2.2448 1.2607 4.0776  -0.541
H -0.3623 3.9121 -0.5073  0.235
H -0.8315 0.9136 0.5980  -0.269
H -1.6634 0.9143 3.3967  0.350
H 1.2254 -1.0321 1.7015  0.273
H -2.4863 2.7029 2.6152  0.132
H 0.2587 -1.8078 -3.4831  0.272
H -1.1060 -1.2370 -0.8187  0.000
O 0.2854 -0.0793 -2.6728  -0.680
H -0.3774 0.5265 -2.3333  -0.345
C -3.0530 2.2719 3.4405  -0.256
H 5.2354 -3.2727 -1.5545  0.280
H -1.9076 3.3896 -2.0764  0.376
H 2.2729 -3.7381 -0.4440  0.253
C 0.0715 3.4221 -1.3789  -1.393
C -1.0612 2.7038 -2.1122  -1.575
H -4.7989 1.0148 3.7911  0.263
H -0.9755 -2.8649 -1.4380  0.493
H 3.2825 -2.5844 0.1997  0.180
H 0.4196 -1.9742 -0.9289  -0.155
H -4.0254 0.6905 2.2968  0.237
C -0.5176 -1.8765 -1.4768  -0.507
H 3.7271 -5.4078 -2.1254  0.299
H 0.5065 4.2044 -2.0008  0.394
H -0.9242 2.3868 -3.1461  0.592
H 0.8441 2.7629 -0.9830  0.213

=====

B | Here is a 5-piece molecular cluster, C10H30O5 overall from the Open Molecules 2025 dataset. Energies are from ωB97M-V/def2-TZVPD.

Output
Frontier orbital gap (spin up / spin down) ... 1.56 / 9.65 eV
⟨S²⟩ ... 0.750
Charge ... -1
2S+1 ... 2

Last column: Mulliken charge in e.
Positions of all 45 atoms, in Å:
H -7.4642 -16.5358 23.9901  -0.182
C -11.3876 -11.4561 23.6922  -0.489
O -10.4084 -13.3461 24.5400  -0.317
H -11.7015 -4.8623 22.9696  0.297
H -9.4981 -17.7780 27.9700  0.463
H -12.4011 -11.8526 23.7529  0.357
H -9.2200 -15.7992 26.5363  0.062
C -10.4088 -12.0187 24.6642  -0.904
C -10.1058 -16.4077 26.3537  -0.090
O -9.2322 -11.2802 18.7905  -0.344
H -10.2415 -5.4051 21.3066  0.266
H -5.8587 -15.7572 25.3724  0.533
C -6.5600 -13.6145 25.1939  -1.164
H -9.6592 -11.4042 17.9396  0.273
C -11.2702 -6.8496 23.2608  -0.951
C -10.3630 -17.1996 27.6452  -1.397
H -9.8955 -10.7224 20.6707  0.109
H -9.6740 -17.1399 25.6714  0.081
H -12.2622 -11.8139 20.0616  0.293
H -11.2706 -17.7905 27.5212  0.329
H -10.2327 -6.6991 23.5595  0.346
C -11.2718 -12.0712 19.6861  -1.158
H -10.7210 -9.9961 19.2435  0.224
C -10.2746 -10.8973 19.6639  -0.239
H -11.8770 -7.2056 24.0932  0.418
H -10.8313 -12.8256 20.3380  0.158
H -10.8051 -15.3931 24.8948  0.207
H -5.7979 -15.1901 23.8110  0.431
C -11.8003 -5.7830 22.3946  -0.555
H -10.6220 -16.4950 28.4354  0.338
H -10.8541 -11.8231 25.6396  0.414
H -7.0868 -13.0069 24.4581  0.087
O -11.1688 -15.7587 25.7045  -0.097
H -9.3958 -11.6164 24.6737  0.201
O -11.1543 -5.6519 21.1406  -0.358
C -6.3799 -15.0542 24.7225  -1.036
H -12.8619 -5.8512 22.1571  0.312
H -11.0838 -11.6573 22.6649  -0.142
H -5.6087 -13.1008 25.3323  0.644
H -10.7098 -13.7076 25.3767  0.344
H -11.2845 -12.5574 18.7106  0.527
H -7.0753 -13.6176 26.1544  0.181
H -11.4001 -7.6947 22.5848  0.084
O -7.6277 -15.6998 24.4328  0.460
H -11.4165 -10.3669 23.7234  -0.015

=====

Tell me which of them is the most stable. Sure, it is A.

=====

A | Here is one molecule with the formula C4H11N2OS from the Open Molecules 2025 dataset. Energies are from ωB97M-V/def2-TZVPD.

Output
Frontier orbital gap (spin up / spin down) ... 9.93 / 6.73 eV
⟨S²⟩ ... 0.756
Charge ... 0
2S+1 ... 2

Last column: Mulliken charge in e.
Positions of all 19 atoms, in Å:
H -0.4527 -1.3394 0.5621  0.435
S -0.6559 0.4232 -2.7495  -0.227
H -0.6229 1.5631 0.0675  0.570
O 0.9098 -0.2709 2.7815  -0.433
C 1.7157 -0.6634 1.7987  -0.438
H -1.2885 1.2889 -1.9623  0.103
N -1.4697 0.7412 1.7329  -0.583
H 1.7492 -1.7392 1.5784  0.403
H -0.6497 0.5616 2.2974  0.366
C 0.1305 -0.6920 -1.5264  -0.899
C -1.0852 0.6078 0.3408  -1.504
H -1.9844 0.4199 -0.2455  0.458
H 1.1646 -0.4680 -1.7519  0.361
C -0.0293 -0.4960 0.0230  0.564
H -0.0776 -1.7470 -1.6964  0.330
H 2.7267 -0.3470 1.9572  0.379
H 1.2884 0.9171 0.4311  0.272
H -2.2069 0.0765 1.9297  0.245
N 1.3283 -0.0962 0.4773  -0.402

=====

B | Here is C4H11N2OS as an isolated structure from the Open Molecules 2025 dataset. Energies are from ωB97M-V/def2-TZVPD.

Output
Frontier orbital gap (spin up / spin down) ... 9.53 / 6.44 eV
⟨S²⟩ ... 0.762
Charge ... 0
2S+1 ... 2

Last column: Mulliken charge in e.
Positions of all 19 atoms, in Å:
C 1.9699 1.3897 0.1461  -0.093
H -0.6041 0.9170 1.0709  0.466
N 1.3010 -0.2689 0.9913  -0.362
C 0.7838 -1.0814 -0.0343  -0.705
H -1.1141 -1.3943 0.7945  0.160
H 0.9642 -2.1967 -0.0028  0.365
H -0.7381 -1.5311 -2.0194  0.284
H -2.1588 -0.8372 -1.6608  0.277
H 1.1184 -0.6650 -0.9960  0.312
O 1.8543 1.3714 -1.1369  -0.563
N -1.4155 -1.4560 -1.2639  -0.551
S -2.8022 1.0286 0.2168  -0.227
C -0.7952 -0.8699 -0.0670  0.276
H 2.0619 -0.8200 1.4267  0.285
H 3.0533 1.2206 0.5090  0.279
H -0.7082 1.1078 -0.6013  0.200
C -1.1614 0.5126 0.2970  -0.786
H 1.3201 1.9303 0.8905  0.250
H -2.9294 1.6424 1.4396  0.135

=====

Tell me which of them is the most stable. Sure, it is A.

=====

A | Here is a 7-piece molecular cluster, C28H41NO18 overall from the Open Molecules 2025 dataset. Energies are from ωB97M-V/def2-TZVPD.

Output
Frontier orbital gap ... 8.04 eV
Charge ... 0

Last column: Mulliken charge in e.
Positions of all 88 atoms, in Å:
H -4.3513 -3.6735 3.6884  0.409
C -1.1393 2.1314 0.6715  -0.346
H -2.2004 -6.5514 -0.9133  0.391
C -4.5256 4.3895 -4.3727  0.350
H -4.2925 3.2203 -2.5697  0.182
O 0.1719 2.5130 5.2687  -0.360
H -5.2975 4.5699 -5.1178  0.348
H 0.9763 2.7239 0.8142  -0.419
H 3.4344 -1.8513 0.0264  0.044
C -2.2899 4.6196 -4.2222  0.644
O -1.1319 4.3610 -4.2975  -0.526
H -2.2441 -0.6736 1.7267  0.350
O -3.2651 4.0502 -4.9605  -0.356
O -0.6245 0.8330 4.0017  -0.516
C 1.2490 -2.4432 -3.0084  1.354
C 3.6971 1.3483 0.6048  -1.255
C 2.7963 -4.0525 -3.4325  0.482
H 2.6189 -0.2457 1.4541  -0.142
H -5.1684 2.3621 -3.9132  0.352
H -1.1941 2.4641 1.7025  0.172
O 2.2560 -3.2742 -2.4534  -0.177
H 3.3897 2.0100 1.4181  0.038
H 2.2656 -0.5727 -3.6859  0.508
H 2.0676 -0.8540 -1.8488  -0.115
H 1.2419 3.8696 7.1870  0.357
C 3.6569 -0.0645 1.1718  1.203
C -3.9654 -3.0954 2.8638  -0.545
C 1.1485 3.5467 5.1135  0.438
C 0.2698 2.3853 0.0563  1.185
O 0.4780 -6.0711 -0.5459  -0.423
C -4.9844 3.3078 -3.4036  -1.141
O 1.3292 -4.4432 0.6833  -0.341
H 0.4066 4.3768 -0.6954  0.426
C 1.9899 3.0448 3.9245  -0.562
C -4.1886 5.6823 -3.6465  -0.461
C -3.0646 -2.0838 3.0691  -0.632
H -0.1817 -3.1308 0.0935  -0.345
H -4.7800 5.8686 -2.7487  0.296
O 0.6173 1.0948 -0.4556  -0.136
H 0.3409 -2.5770 -2.4229  -0.297
O 4.5147 -0.1643 2.2982  -0.433
H -4.7262 -4.0105 1.0039  0.518
H 2.9771 2.6546 4.1509  0.331
H -0.6516 -4.0815 1.4537  0.202
C -4.1379 -3.2298 1.4567  -0.683
H -0.6239 3.4133 -1.6647  0.232
O 2.1415 -3.8649 -4.5987  -0.365
H -3.2356 -1.9691 -0.1665  0.426
H -5.9857 3.5834 -3.0600  0.370
C 4.2218 -1.1135 0.1922  0.074
H -1.7548 -6.3933 0.8015  0.384
H 2.0331 3.8506 3.1892  0.327
C -3.4024 -2.2254 0.8665  -0.401
H 2.4679 2.6435 6.5649  0.368
C 1.6172 -5.5283 -0.0897  0.580
H -0.6853 -4.7091 -1.4893  0.007
C 5.4867 -1.0849 2.0850  0.466
H 1.1225 3.2167 -1.8107  0.347
C -1.8516 -5.8589 -0.1454  -1.527
H 2.7710 4.3235 6.4060  0.390
H 0.7014 4.5149 4.8982  0.290
H -2.8075 -1.5489 3.9705  0.454
O 2.6992 -5.9812 -0.2706  -0.522
C 1.1504 -2.8439 -4.4864  -0.415
N -2.7918 -1.5094 1.8558  0.279
H -4.3259 6.6080 -4.2134  0.291
C 1.6809 -0.9708 -2.8568  -1.433
C -0.5950 -5.1121 -0.4718  0.709
O 5.2787 -1.7369 0.9165  -0.371
O -2.8101 5.4882 -3.3211  -0.334
O -1.2683 0.7080 0.6093  -0.529
O 6.3822 -1.2821 2.8348  -0.548
O 1.1337 2.0551 3.3298  -0.032
H -2.7245 -5.2030 -0.0477  0.243
O 3.6524 -4.8582 -3.2991  -0.504
H 4.6665 1.5815 0.1586  0.482
H -1.9065 2.5749 0.0391  0.237
C 1.9584 3.5937 6.4153  -1.472
C -0.0448 -4.1136 0.5460  0.745
C -0.2205 0.1513 -0.0122  0.315
O -0.0394 -1.0164 -0.1472  -0.366
H 0.7988 -0.3193 -2.9219  0.400
H 3.0137 1.5085 -0.2304  0.209
C 0.3120 3.3631 -1.1026  -1.500
C 0.1517 1.7204 4.1719  0.472
H 4.6039 -0.6973 -0.7360  0.263
H 1.4069 -2.0644 -5.1994  0.276
H 0.1329 -3.1774 -4.6981  0.314

=====

B | Here is a 7-piece molecular cluster, C28H41NO18 overall from the Open Molecules 2025 dataset. Energies are from ωB97M-V/def2-TZVPD.

Output
Frontier orbital gap ... 9.18 eV
Charge ... 0

Last column: Mulliken charge in e.
Positions of all 88 atoms, in Å:
H 3.4991 0.2239 3.3603  0.106
O 1.7794 -2.0313 4.2264  -0.284
H -0.2681 -3.5943 4.2648  0.077
C 1.2547 -1.4231 0.9199  -1.095
H 1.8976 -2.0358 0.2780  0.388
H -0.8775 -0.3224 -6.3894  0.352
C 0.3488 -3.3338 -4.5019  -0.803
H 3.3135 -1.8361 5.5588  0.313
H -1.7592 -5.5001 2.5051  0.298
H -2.6543 -3.4423 4.4352  0.314
H -0.6875 0.3572 1.9194  0.186
H -1.5204 -1.9732 -6.1352  0.299
H 5.1333 -1.9090 3.9850  0.414
C -3.2845 2.7016 -0.7659  0.747
C 0.6157 1.2733 -0.7989  0.907
O 4.5015 3.9480 1.6859  -0.351
C 1.0712 3.6046 2.7046  -1.405
H 0.6473 -4.9336 3.6456  0.314
C -0.7352 0.3057 0.8155  -0.371
O -3.2911 -3.1903 2.5848  -0.400
H -0.4753 0.4710 -4.3292  0.204
H -2.4225 -0.7282 -7.0744  0.404
H 4.1314 -3.3443 3.7024  0.374
O -4.0695 4.8552 -0.5784  -0.492
H 1.4205 4.2900 3.4433  0.610
H 0.8561 -2.0972 1.6555  0.215
C 2.3245 3.1993 1.9589  1.038
H -3.6104 4.1050 -2.3788  0.212
O -0.1902 1.5615 0.2684  -0.338
O -4.6128 2.6988 -0.2461  -0.445
C -1.5042 -4.5586 3.0086  0.281
C 4.1567 -2.2648 3.6353  -1.431
O 3.2123 2.5607 2.8439  -0.258
C -2.8236 -4.0690 3.5867  -0.516
O 5.4357 2.4002 3.0658  -0.569
C -1.8188 4.6495 -1.4910  -1.277
O -2.4207 -2.0207 0.8709  -0.482
C 3.0083 -0.0389 4.2848  -0.367
C -5.0677 3.9817 -0.1524  0.484
H -3.2431 -0.8042 -4.5232  0.304
H -3.4740 -4.8904 3.7949  0.340
H -0.4914 -1.5142 -0.3272  0.553
H 1.9580 -0.7040 1.3636  -0.070
H 0.5433 2.8122 3.1787  0.204
H -0.5139 -3.7349 -4.0009  0.423
C 3.1631 4.3670 1.4503  -0.441
O -1.2607 -3.6075 1.9610  -0.308
H 2.1058 2.5615 1.1007  -0.300
H -3.1096 1.9485 -1.5010  -0.025
C -0.3456 -4.6408 3.9976  -0.990
H 4.0635 -1.9400 2.5827  0.284
O -1.9713 1.2820 -3.3291  -0.221
N 1.8423 -2.8031 -6.0439  0.057
C -2.3329 -2.8392 1.7219  0.701
H 1.1351 -1.6288 -3.0986  0.937
O -6.1098 4.3552 0.2691  -0.533
H 2.8226 -1.1406 -5.0823  0.360
H -1.7886 0.2331 0.5338  0.434
H -1.4585 4.8459 -0.4710  0.340
H 2.9614 5.2820 2.0306  0.241
O 1.5497 0.2165 4.0828  -0.270
C -3.1652 4.1046 -1.3757  0.753
O -3.0898 3.0200 -4.1380  -0.386
H 2.3449 -2.8392 -6.8913  0.158
H -1.1228 -0.6411 -3.0903  -0.002
C 2.0772 -1.9496 -4.9720  -0.939
C 3.1101 -1.5673 4.4989  0.393
O 0.7207 -0.0432 -0.9772  -0.488
H 2.9683 4.5948 0.4237  0.391
O -0.2067 -1.1397 3.8158  -0.463
O -2.8545 1.0562 -5.3007  -0.431
H -0.5990 -5.1926 4.8997  0.392
H 0.5627 -4.4285 -6.4056  0.424
H 3.4003 0.5278 5.1154  0.409
C 4.4856 2.9245 2.5591  0.596
C 1.1576 -2.2534 -3.9883  -0.008
C 0.1615 -0.7680 0.1177  0.439
H -2.6488 2.4984 0.0922  -0.193
C 0.9436 -0.9467 4.0052  0.512
C -1.4102 0.1064 -3.8688  -0.253
H -1.7066 5.5601 -2.0680  0.360
O 1.1725 2.1080 -1.4563  -0.675
C -1.7729 -0.9108 -6.2130  -1.315
C -2.7151 1.9719 -4.2999  0.310
C -2.3867 -0.2709 -4.9334  0.555
H -1.2079 3.8127 -1.8562  0.220
H 0.3850 4.1002 1.9766  0.185
C 0.8368 -3.6308 -5.7319  -0.618

=====

Tell me which of them is the most stable. Sure, it is B.